Entry from OMol25: a cluster of 18 separate species, C84H214N10O28 in total in a non-equilibrium geometry (wB97M-V/def2-TZVPD).

Values from the calculation:
- HOMO-LUMO gap: 8.858 eV
- E_HOMO: -8.56 eV
- Relative energy (zero: lowest compared OMol25 entry of this formula, charge and spin): 0.0 kJ/mol
- LUMO: 0.296 eV
- Spin multiplicity: 1
- E: -5982.497576 Ha

Geometry (Å):
O 26.0357 23.9078 27.2596
C 25.7580 27.2473 25.6775
O 26.1109 15.9505 22.4464
H 31.0998 14.6056 17.8335
H 17.6729 26.0931 21.7849
H 19.9997 19.0086 24.9213
H 31.7138 23.7458 24.6078
H 30.5658 21.6024 22.7961
H 17.9878 22.6397 22.4398
O 18.0480 26.9290 22.0718
C 27.3294 16.5952 22.1210
C 30.8975 17.6987 21.0222
H 24.9629 21.9580 25.6149
C 19.0306 25.6830 23.8056
C 33.3079 23.6311 22.3237
H 17.9089 19.4148 18.1608
H 14.0616 19.8072 27.2335
H 17.2071 18.6935 11.9923
C 33.5574 25.1471 16.9249
H 24.1211 26.5499 20.8770
C 15.5193 23.1287 17.3203
C 23.7401 20.6048 21.7221
H 29.6708 19.3795 13.8669
H 23.4680 16.8329 17.0118
H 28.0183 22.2288 23.0583
H 26.3178 29.5493 24.1573
H 13.3490 18.7303 28.5576
C 20.3787 18.7252 21.0985
H 24.0801 24.0836 23.9889
H 15.6989 23.8431 16.5169
H 26.2331 24.2061 28.1505
H 29.8408 24.6291 26.6100
C 22.9993 14.4514 19.0937
H 37.2538 24.0345 22.8405
H 15.7447 21.8519 19.6287
H 19.9181 24.5406 29.0880
H 28.3838 26.9397 23.9443
H 24.8727 21.0851 18.0991
H 23.9909 14.1959 22.3350
C 30.4197 27.2780 24.8292
H 33.0528 21.1225 16.7523
H 25.0245 16.7136 26.8320
C 27.5007 23.1050 22.6679
H 16.0464 22.2011 17.0970
H 33.1976 24.2652 23.2034
H 31.5968 23.8797 19.5404
H 27.0599 25.7116 22.3534
H 28.1756 20.7610 10.1521
H 14.3023 22.7951 19.7505
H 18.6947 21.3478 27.3059
H 23.3046 18.0516 19.4086
C 29.0818 21.3054 19.5976
H 19.7417 17.7153 18.0035
C 30.1328 16.7070 20.1441
H 12.4180 17.5023 26.7302
C 30.4956 14.8317 18.7121
H 18.3510 26.1086 24.5440
C 25.9993 21.8794 25.9431
H 32.0303 26.0938 18.0703
C 25.7206 28.7370 23.7432
O 15.7930 23.6995 18.6013
C 25.9094 19.7361 20.8553
O 21.7943 25.2032 27.3311
O 30.4952 22.0592 15.3258
C 19.2591 23.3448 20.7536
H 26.4312 22.1396 19.5187
H 20.9074 27.9222 23.5454
H 24.2666 10.1527 20.1964
C 31.1878 22.4879 22.9270
O 14.4251 17.7877 27.1888
H 27.8900 20.2715 21.7420
H 31.5817 18.2948 19.3030
C 26.1898 22.4381 17.0761
H 22.5619 14.5046 20.0906
H 30.0822 23.1857 24.5655
C 15.3856 22.8804 19.6651
H 27.4641 17.4900 22.7288
C 29.1085 21.0585 10.6310
H 14.4600 22.8871 17.4071
H 27.5231 18.9934 17.4776
C 23.7457 22.8611 17.9344
H 28.9291 22.0095 11.1324
C 17.7944 19.7522 28.6484
H 31.3749 27.5530 24.3819
H 19.7018 20.6883 25.2405
H 32.9606 24.8533 16.0614
H 31.0983 17.5899 14.9568
C 31.9314 23.9397 18.5048
C 17.8943 22.9554 21.4007
C 24.7814 12.0604 21.0926
N 16.9813 24.0440 21.2187
H 28.8022 23.8018 16.5175
H 31.4210 18.4353 12.5034
H 30.0686 23.2011 13.6731
H 24.9302 9.9292 21.7685
H 29.2958 17.1571 19.6102
H 35.1909 22.8637 21.3867
H 20.1352 22.4831 23.7274
C 22.0176 22.9252 27.7109
H 23.0942 22.6669 18.7864
C 19.8929 28.0355 23.1633
H 20.0148 26.2707 21.9592
H 19.9271 22.4866 20.8259
H 31.8608 21.0456 27.0928
C 31.4637 19.4274 12.9528
H 18.5981 24.7343 23.4875
H 24.4004 19.2824 25.0007
C 23.1292 25.8397 23.3979
H 30.5222 18.0195 17.1435
H 23.0938 16.8881 20.6889
C 20.3359 24.1568 18.8184
H 30.4851 21.1729 14.9569
H 37.1132 22.2668 22.7340
H 33.1165 26.0661 19.8213
C 27.7880 18.1484 16.8422
H 32.0864 18.9332 15.6122
H 24.9333 25.1943 21.6080
C 25.2708 16.7723 25.7718
H 29.4092 25.9152 20.5174
H 22.1736 25.8014 23.9208
C 29.3642 27.3018 23.6350
C 23.5230 17.0232 19.6961
O 28.8402 18.3503 15.9459
H 21.5544 22.4508 24.7711
H 28.1675 21.2086 15.2737
H 22.9861 22.8365 27.2187
H 33.1280 18.9439 20.9600
O 31.0612 16.0397 19.2494
H 26.7498 23.3645 17.2041
H 21.0383 23.3234 18.8365
O 23.0809 16.2566 25.0689
C 18.9552 19.4825 17.8629
H 30.1160 19.7166 16.8082
H 23.9050 23.9391 17.9110
H 29.8252 21.2777 9.8396
H 31.1618 21.3947 12.3570
O 33.4118 19.8496 18.4926
H 15.7226 18.3148 29.2765
C 21.0790 24.0700 27.2595
H 29.2646 22.0837 18.8567
C 28.8524 26.3117 21.3664
H 23.9521 13.9222 19.1138
H 20.8103 24.9964 19.3265
H 28.0294 17.3514 17.5455
H 27.8588 22.7289 28.6995
H 25.7864 18.8249 21.4406
C 19.8614 19.7703 19.1018
C 32.3257 19.6211 20.6670
H 24.7720 13.9545 23.8161
H 30.0932 24.6901 15.6996
H 31.7437 20.3498 11.0511
H 32.4611 19.7296 13.2719
O 22.9195 25.3597 22.0638
C 27.6369 22.2406 27.7506
H 31.7311 17.0752 21.3453
O 30.6982 26.0146 25.4647
H 27.3291 24.9256 20.8399
H 16.7375 18.9435 27.2276
H 21.5878 23.5833 23.4900
H 27.0530 14.2255 22.9680
H 27.4617 16.8521 21.0700
N 24.1259 25.3759 25.7082
H 17.3011 20.1008 12.9796
H 29.4784 14.9800 18.3496
H 25.1732 25.3832 23.8296
H 13.5618 16.3493 26.0893
H 19.0043 20.3270 17.1755
O 19.0917 19.4265 26.7604
H 30.2415 17.9937 21.8412
H 22.3411 13.8438 18.4726
H 30.7874 23.2828 22.2977
C 29.6154 22.8452 14.5983
H 21.5539 21.9511 27.5550
H 26.9356 17.9065 16.2074
H 29.6966 16.0172 20.8665
O 19.1204 23.6409 19.4030
N 19.5859 18.3307 17.2180
H 27.4629 11.5674 21.3430
H 28.2364 10.2135 20.4355
O 25.6161 22.6263 19.3756
C 22.9997 15.9332 18.6886
H 15.1332 19.9062 29.5140
H 34.4110 20.1376 16.6778
H 28.7113 25.5193 25.6229
C 21.2200 22.5889 23.7429
H 23.1210 22.5800 21.9469
C 23.9828 25.5118 21.1793
H 23.6326 27.4932 25.4785
H 28.5294 24.6052 14.9999
H 32.6062 22.5865 26.6439
O 27.7286 21.1556 19.8539
H 26.8167 23.5406 23.3964
H 29.7100 21.4405 20.4781
N 30.6286 19.5545 14.1356
C 18.9320 20.3842 27.7566
H 19.6462 20.7006 19.6276
H 24.2218 26.9463 27.0499
C 17.8014 19.1527 12.7823
H 31.9472 20.0851 21.5778
N 31.2735 18.7746 20.1365
H 23.7669 24.9151 20.2930
H 28.3759 27.2726 21.1721
C 24.1825 25.1447 24.2166
H 26.5424 22.3040 25.0987
H 30.5951 13.9547 19.3518
C 29.6118 25.6239 26.2281
H 25.5525 22.1045 28.0209
H 30.8078 22.3745 27.0857
H 21.4617 18.6209 21.0331
H 25.7576 22.4131 16.0758
O 26.2658 10.2808 20.2531
H 33.5848 21.2590 20.0677
H 19.0952 24.9956 27.6021
H 34.4353 24.5010 16.9256
H 25.8427 11.9723 22.8553
H 25.4492 12.7336 20.5550
C 27.4156 10.5084 21.0893
O 31.3975 21.7175 25.1795
C 26.2432 14.5063 22.2947
C 19.7508 24.2495 28.0510
C 31.0505 20.4163 11.8896
H 26.0478 17.5280 25.6561
H 17.7938 17.5757 16.4732
H 23.5222 19.6670 22.2332
H 19.8176 18.7124 14.5054
N 32.6495 22.3480 22.5554
H 23.4795 26.8709 23.3528
O 33.6075 25.4787 19.2421
C 27.4584 20.0719 20.7613
O 29.7183 20.0620 11.4624
C 19.2978 26.6680 22.6775
C 36.8380 23.1463 23.3161
H 35.1500 24.5297 21.7955
H 17.6162 22.0596 20.8455
C 20.0072 19.7557 25.7150
H 33.9775 26.1234 16.6832
C 23.5746 18.6156 25.2492
O 17.8260 18.3156 13.9656
H 18.5410 19.7990 15.2136
O 19.7323 18.5782 19.8661
H 31.9481 21.1628 19.2071
H 32.5374 23.0724 18.2427
N 16.5546 19.7070 27.8630
H 22.7455 18.7868 24.5626
O 35.4186 23.2634 23.4445
H 20.0224 24.3745 17.7974
H 24.6031 16.9230 19.8033
H 33.0798 21.9846 23.3938
C 14.1825 18.9447 27.8888
C 30.1178 18.7061 16.3997
H 27.5044 22.4171 14.1813
H 20.1163 19.6549 21.6034
N 29.8380 26.4932 22.4656
O 23.7677 16.0864 17.5357
C 26.2321 22.5092 27.2710
H 19.9157 28.7326 22.3257
H 18.0529 18.7600 29.0184
H 23.7557 12.2881 20.8024
H 37.2035 23.0600 24.3394
H 23.2717 18.6375 26.2960
H 27.9382 19.1226 20.5229
H 22.0938 23.0482 28.7913
C 31.1095 22.8640 24.3945
H 19.6148 24.1224 21.4296
H 23.2636 20.5332 20.7443
H 22.6045 25.1236 26.8224
C 24.1560 17.2629 24.9392
H 31.0398 23.8951 17.8794
C 27.8433 25.2708 21.7368
C 24.3360 26.8232 25.9730
H 15.1974 22.9285 21.7480
H 19.2105 28.6054 23.7940
H 23.1655 22.5517 17.0650
C 32.8380 20.6447 19.5647
H 29.3133 28.3330 23.2855
C 15.4710 19.2253 28.7327
H 28.1178 16.0309 22.6191
H 25.2762 21.6634 21.0393
H 29.4726 26.3115 27.0624
C 24.9218 13.8059 22.7467
H 26.1975 20.8164 26.0803
C 28.3962 21.8339 14.4107
H 17.3626 24.4392 20.3710
H 24.6565 28.8708 23.9377
C 25.0042 10.5640 20.8855
H 20.0817 17.9138 21.7631
H 25.9211 28.1110 26.3221
H 19.8782 25.3883 24.4243
N 25.1899 20.8091 21.5712
H 22.7180 16.4033 25.9455
H 26.8909 21.6084 17.1657
H 30.2764 28.0062 25.6275
H 17.6210 20.3852 29.5187
H 21.0361 19.9436 26.0221
H 28.5589 21.2409 13.5107
H 13.5760 18.0846 25.4600
O 21.7573 21.5255 22.9288
H 26.9939 22.8505 21.7370
H 25.6930 15.8704 25.3286
H 25.5551 19.5416 19.8430
H 26.5480 14.3496 21.2600
H 24.4645 17.1418 23.9008
H 25.7851 28.7130 22.6554
C 33.8184 20.6976 17.4013
H 19.8830 20.4238 28.2879
H 34.4979 21.4710 17.7595
C 31.6944 21.9926 26.5796
H 27.4857 9.8498 21.9549
C 25.0876 22.1533 18.1283
H 20.8245 24.0093 26.2014
C 15.5896 23.6384 21.0197
H 28.2610 22.7093 26.9897
C 29.2572 24.0073 15.5485
H 24.8910 24.8917 26.1559
H 14.8972 24.4776 21.0850
C 31.1171 18.6522 15.2004
H 26.4167 26.4638 26.0521
H 29.9803 25.5584 22.8206
C 13.4150 17.4087 26.2997
O 26.0527 27.4743 24.2930
H 32.8835 24.1342 21.4549
C 18.8101 18.7858 14.9149
C 34.8237 23.5514 22.1485
H 23.7254 21.7559 23.5026
H 29.4761 20.3827 19.1719
H 19.1870 23.3168 28.0288
H 21.9716 16.1870 18.4302
H 19.2036 16.8915 15.8370
C 18.7953 17.8540 16.1451
N 24.9777 12.3648 22.5120
C 32.6989 25.2432 18.2029
H 18.7585 19.4179 12.3332
H 27.8280 21.1724 27.8537
H 20.9049 19.8793 18.8063
O 28.4655 24.1068 22.3038
C 23.1286 21.7016 22.5922

These are the Löwdin partial charges, in e, on atoms 1 to 99: O -0.059; C -0.194; O -0.221; H 0.084; H 0.042; H 0.091; H 0.108; H 0.098; H 0.109; O -0.050; C -0.132; C -0.203; H 0.065; C -0.051; C -0.203; H 0.120; H 0.123; H 0.081; C -0.051; H 0.092; C -0.085; C -0.194; H 0.106; H 0.091; H 0.084; H 0.091; H 0.120; C -0.105; H 0.101; H 0.089; H 0.103; H 0.067; C -0.039; H 0.082; H 0.114; H 0.079; H 0.078; H 0.124; H 0.117; C -0.166; H 0.073; H 0.090; C -0.059; H 0.078; H 0.111; H 0.065; H 0.096; H 0.088; H 0.110; H 0.105; H 0.059; C -0.095; H 0.095; C -0.233; H 0.084; C -0.094; H 0.089; C -0.035; H 0.133; C -0.088; O -0.182; C -0.152; O -0.058; O -0.099; C -0.238; H 0.016; H 0.059; H 0.117; C -0.166; O -0.211; H 0.111; H 0.088; C -0.037; H 0.072; H 0.104; C -0.244; H 0.087; C -0.100; H 0.083; H 0.073; C -0.054; H 0.077; C -0.187; H 0.114; H 0.070; H 0.070; H 0.119; C -0.032; C -0.204; C -0.210; N -0.057; H 0.056; H 0.125; H 0.123; H 0.121; H 0.094; H 0.114; H 0.078; C -0.025